Entry 1:
Formula: C10H42N4O7
Source: the Open Molecules 2025 dataset
Level of theory: the ωB97M-V functional and the def2-TZVPD basis

Atoms and positions in Å:
N (-0.453, -1.563, 3.910)
H (0.350, -1.836, 4.472)
H (-1.323, -1.571, 4.429)
H (-0.397, -2.238, 3.094)
H (-0.285, -0.598, 3.525)
N (-0.559, -0.807, 0.410)
H (-1.394, -0.514, -0.114)
H (-0.469, -1.801, 0.719)
H (-0.466, -0.202, 1.242)
H (0.297, -0.552, -0.135)
C (1.239, 1.584, 3.055)
O (0.247, 0.757, 2.549)
H (2.154, 1.078, 3.395)
H (1.608, 2.319, 2.310)
H (0.812, 2.284, 3.797)
C (0.526, -4.288, 1.380)
O (-0.274, -3.207, 1.740)
H (1.557, -4.158, 1.767)
H (0.220, -5.234, 1.848)
H (0.678, -4.334, 0.292)
O (-2.207, 1.279, 3.841)
H (-2.229, 1.501, 4.778)
H (-1.258, 1.130, 3.630)
O (-2.597, -3.188, -0.352)
H (-2.244, -3.539, 0.480)
H (-2.119, -3.664, -1.037)
O (-3.041, 0.132, -0.571)
H (-2.773, 0.839, 0.064)
H (-3.884, -0.189, -0.235)
C (0.325, -1.186, -3.693)
C (1.234, -1.721, -2.601)
C (2.497, -2.452, -3.040)
O (2.027, -3.644, -3.682)
C (3.101, -4.457, -4.071)
N (1.427, -0.647, -1.604)
H (0.877, -0.540, -4.384)
H (-0.528, -0.630, -3.305)
H (-0.080, -1.970, -4.335)
H (0.655, -2.432, -2.000)
H (3.019, -2.736, -2.118)
H (3.151, -1.972, -3.772)
H (3.859, -3.944, -4.681)
H (2.759, -5.184, -4.812)
H (3.585, -4.973, -3.240)
H (2.278, -0.912, -1.101)
H (1.652, 0.272, -1.978)
C (-0.919, 4.501, 1.532)
C (-1.676, 3.677, 0.490)
C (-0.919, 3.596, -0.843)
O (-0.917, 4.840, -1.535)
C (0.374, 5.386, -1.708)
N (-1.934, 2.339, 1.004)
H (-1.413, 4.533, 2.499)
H (-0.819, 5.534, 1.164)
H (0.143, 4.249, 1.600)
H (-2.651, 4.113, 0.262)
H (-1.456, 2.863, -1.454)
H (0.092, 3.196, -0.730)
H (0.714, 6.036, -0.894)
H (0.412, 5.971, -2.628)
H (1.109, 4.583, -1.816)
H (-1.079, 1.964, 1.426)
H (-2.610, 2.332, 1.759)

Atoms 1-6, force components in eV/Å:
0.5 0.2 0.0
-0.2 0.2 0.3
0.0 -0.3 0.0
-0.3 -0.9 -0.9
0.5 0.5 -0.4
1.0 1.1 0.1

Results
Energy, Eh: -1151.798867

***

Entry 2:
Formula: C10H46AsF6N20O13
Source: the Open Molecules 2025 dataset
Level of theory: the ωB97M-V functional and the def2-TZVPD basis

Atoms and positions in Å:
As (6.847, 12.039, 25.623)
F (5.629, 12.209, 24.346)
F (6.214, 13.604, 26.477)
F (8.147, 11.741, 26.877)
F (7.482, 10.605, 24.632)
F (7.995, 13.070, 24.778)
F (5.736, 10.916, 26.417)
C (8.296, 16.422, 22.424)
O (8.241, 15.275, 22.814)
N (8.052, 17.494, 23.176)
N (8.689, 16.762, 21.218)
H (7.781, 17.329, 24.135)
H (8.163, 18.439, 22.839)
H (8.854, 16.052, 20.518)
H (8.805, 17.765, 21.226)
C (5.854, 7.944, 28.534)
O (5.136, 7.985, 27.563)
N (5.879, 6.933, 29.318)
N (6.465, 9.010, 29.019)
H (5.640, 6.086, 28.823)
H (6.389, 7.008, 30.186)
H (6.932, 8.833, 29.897)
H (6.353, 9.829, 28.438)
C (11.801, 10.864, 23.301)
O (12.442, 9.846, 23.113)
N (10.548, 10.884, 23.202)
N (12.315, 12.037, 23.460)
H (10.176, 9.956, 23.061)
H (9.980, 11.680, 23.455)
H (11.793, 12.888, 23.614)
H (13.314, 12.159, 23.378)
C (2.607, 15.759, 26.106)
O (1.426, 15.516, 26.198)
N (3.518, 14.983, 25.648)
N (3.138, 16.900, 26.449)
H (4.516, 14.982, 25.798)
H (3.088, 14.148, 25.276)
H (2.586, 17.618, 26.896)
H (4.130, 17.018, 26.295)
C (7.437, 10.239, 21.055)
O (8.293, 9.381, 21.082)
N (6.488, 10.461, 20.154)
N (7.141, 11.037, 22.024)
H (5.992, 11.332, 20.032)
H (6.461, 9.771, 19.417)
H (6.417, 11.729, 21.899)
H (7.605, 10.887, 22.908)
C (1.922, 9.213, 27.519)
O (0.709, 9.455, 27.448)
N (2.833, 9.811, 26.856)
N (2.373, 8.339, 28.290)
H (3.749, 9.385, 26.826)
H (2.612, 10.584, 26.244)
H (1.724, 7.682, 28.698)
H (3.322, 8.025, 28.143)
C (2.140, 12.335, 24.239)
O (2.474, 12.424, 25.396)
N (2.550, 11.340, 23.501)
N (1.548, 13.217, 23.543)
H (3.427, 10.892, 23.725)
H (2.340, 11.366, 22.514)
H (1.406, 12.962, 22.576)
H (1.443, 14.209, 23.704)
C (8.717, 11.783, 30.612)
O (8.722, 12.262, 31.732)
N (9.635, 10.906, 30.238)
N (7.805, 11.868, 29.704)
H (10.203, 10.486, 30.960)
H (9.824, 10.509, 29.329)
H (7.033, 12.476, 29.938)
H (8.124, 11.737, 28.755)
C (4.827, 14.282, 21.354)
O (5.524, 13.457, 20.829)
N (4.615, 14.432, 22.678)
N (4.124, 15.059, 20.696)
H (4.285, 15.316, 23.037)
H (5.072, 13.808, 23.328)
H (3.958, 14.689, 19.772)
H (3.441, 15.699, 21.075)
C (12.098, 11.740, 27.207)
O (11.490, 10.824, 27.757)
N (13.234, 11.775, 26.718)
N (11.424, 12.784, 26.852)
H (13.702, 10.880, 26.705)
H (13.698, 12.648, 26.511)
H (10.444, 12.650, 26.647)
H (11.881, 13.461, 26.257)
O (10.508, 14.350, 24.011)
H (10.375, 14.758, 24.867)
H (9.674, 14.469, 23.557)
O (9.408, 14.943, 26.442)
H (8.951, 14.157, 26.144)
H (8.709, 15.536, 26.719)
O (8.233, 8.126, 26.105)
H (7.844, 7.261, 25.976)
H (7.578, 8.736, 25.765)

Atoms 1-6, force components in eV/Å:
0.2 -0.9 -0.1
0.7 0.5 0.8
0.9 -2.5 -1.1
-1.7 0.5 -1.4
-0.5 1.6 2.0
-0.7 -0.5 0.5

Results
ΔE to the lowest compared entry with this formula, charge and spin, eV: 0.000
Energy, Eh: -5317.293799
Net charge: -1

***

Entry 3:
Formula: C10H5Cl3N2O5STl
Source: the Open Molecules 2025 dataset
Level of theory: the ωB97M-V functional and the def2-TZVPD basis

Atoms and positions in Å:
Tl (-1.226, -0.001, 2.193)
O (1.292, 0.196, 1.356)
C (0.990, 0.361, 0.162)
N (-0.062, -0.247, -0.442)
S (-0.360, 0.525, -1.861)
O (-1.550, 1.296, -1.753)
O (-0.250, -0.285, -3.031)
C (1.081, 1.576, -1.871)
C (1.602, 2.433, -2.810)
C (2.773, 3.084, -2.553)
C (3.382, 2.960, -1.286)
C (2.882, 2.073, -0.329)
C (1.718, 1.357, -0.687)
H (1.120, 2.583, -3.746)
H (3.219, 3.702, -3.339)
H (4.373, 3.460, -1.096)
H (3.449, 1.911, 0.602)
O (-0.503, -0.403, 4.711)
C (-1.002, -1.563, 4.568)
O (-1.365, -2.060, 3.460)
H (-0.984, -2.179, 5.474)
Cl (-4.543, -3.599, -1.238)
C (-3.322, -3.649, 0.017)
Cl (-3.079, -5.298, 0.603)
Cl (-1.789, -2.909, -0.495)
C (-3.718, -2.914, 1.220)
N (-4.128, -2.412, 2.171)

Atoms 1-6, force components in eV/Å:
-0.2 0.4 0.0
0.0 -0.2 -0.3
-0.5 -0.4 0.5
0.8 0.8 -0.8
0.9 -0.2 0.4
-1.1 0.8 0.2

Results
ΔE to the lowest compared entry with this formula, charge and spin, eV: 0.000
Energy, Eh: -2821.121300
Net charge: -1

***

Computed values of HOMO (unit: eV) for the preceding records, in sequence: -7.90, -6.21, -5.32.